No. 1
This record from the OMol25 dataset describes the ion C24H34N3O7P2S with charge +1 in a non-equilibrium geometry. The level of theory is the ωB97M-V functional and the def2-TZVPD basis.

The geometry in XYZ format:
```
71
Properties=species:S:1:pos:R:3
C 0.230 -2.791 -3.281
H 2.930 -3.348 -2.152
H -1.507 0.283 6.734
H -2.463 -2.010 2.423
C -0.441 -0.665 0.890
H -0.238 -1.273 4.199
H -2.193 3.944 -4.513
H -2.755 -1.014 -0.473
C 1.484 5.192 0.917
H 1.486 0.672 5.723
C -0.337 3.800 1.676
H -0.973 -2.323 -4.666
O -0.547 -4.372 0.926
H 1.327 2.369 -0.924
H -0.065 1.155 4.980
N 3.422 -0.944 -1.749
O -0.868 -3.033 -4.017
H 2.732 -0.251 -1.479
H 1.983 0.222 2.775
H -0.915 -3.657 -1.722
P -1.589 -3.183 0.852
S -0.359 -0.406 6.765
C -0.261 1.387 -3.363
H 0.285 0.745 2.801
C 1.870 -1.426 0.997
H -2.261 -2.122 -1.695
N 0.395 -2.187 -0.871
C 1.829 4.266 -0.062
C -1.905 -1.292 -1.094
H 2.656 4.419 -0.736
H 2.596 -1.877 1.671
C 1.578 -2.457 -0.075
H 0.714 1.623 -3.761
H 2.332 -0.516 0.633
H -1.284 -0.429 1.533
H 0.395 -1.984 2.312
C -0.757 1.623 0.537
C 0.533 0.326 5.342
P 3.107 -2.360 -1.167
H 1.531 -1.420 4.489
O 0.047 0.514 0.332
C 0.081 -3.239 -1.841
C -1.236 3.433 -4.490
H 0.771 -4.072 -1.713
H -0.849 3.234 -5.483
C -1.364 2.187 -3.651
N 0.657 -1.130 1.814
H -0.989 -5.195 0.671
H 1.589 -3.455 0.389
C 0.410 4.964 1.772
C -1.628 -0.107 -2.012
C -2.605 1.811 -3.143
C 0.955 -0.103 2.886
C -2.730 0.687 -2.338
O -2.843 -3.619 0.231
C 0.016 2.867 0.705
O 1.222 -2.319 -3.732
H -1.186 3.596 2.309
C 0.711 -0.743 4.264
H 2.068 6.096 1.008
C -0.792 -1.747 -0.139
H -0.548 4.109 -3.982
H -3.473 2.416 -3.353
O -1.939 1.554 0.568
H 0.169 5.703 2.521
H 4.148 -2.850 -0.349
C 1.089 3.097 -0.163
C -0.401 0.262 -2.553
O -1.838 -2.746 2.384
H -3.700 0.433 -1.932
H 0.487 -0.319 -2.359
```

Output
**E**: -2706.60647 a.u.
**Gap between HOMO and LUMO**: 8.63 eV
**Structure (SMILES)**: Cc1ccc(C[C@]2(P(=O)(O)O)[C@H](OC(=O)c3ccccc3)[N@H+](CCCS)C[C@H]([PH2]=N)N2CC(=O)O)cc1
**Total charge**: +1



No. 2
This record from the OMol25 dataset describes the molecule C16H17NS2 in a non-equilibrium geometry. The level of theory is the ωB97M-V functional and the def2-TZVPD basis.

The geometry in XYZ format:
```
36
Properties=species:S:1:pos:R:3
H -2.553 1.227 -3.857
H -3.714 2.085 1.423
C -1.996 -1.347 -2.524
H 1.784 1.152 -0.381
H -3.424 0.769 -2.362
C -0.426 2.185 0.554
C 4.330 -1.429 1.403
H 5.401 -1.444 1.189
C -1.108 -0.084 1.006
H -2.981 -1.359 -2.042
H 4.414 -3.069 2.819
H 0.592 -1.110 2.370
H 3.924 0.172 -0.006
C -0.116 0.824 0.619
H -0.886 -1.150 1.069
C -0.190 0.349 -2.281
C 1.225 0.340 0.094
N -1.493 0.027 -2.472
H -2.127 -1.660 -3.575
C -1.722 2.635 0.799
C 2.135 -0.462 1.014
S 0.466 1.789 -2.805
S 0.828 -0.767 -1.379
C 2.437 -2.190 2.699
C 3.512 -0.511 0.740
H 0.359 2.878 0.234
H -3.146 -0.343 1.663
H -1.935 3.704 0.700
H -1.304 -2.026 -2.008
H -2.131 2.019 -2.306
H 2.005 -2.821 3.483
C -2.713 1.727 1.183
C 3.779 -2.323 2.334
C 1.627 -1.238 2.060
C -2.394 0.371 1.316
C -2.459 1.082 -2.774
```

Output
**E**: -1471.00480 a.u.
**Relative energy (zero: lowest compared OMol25 entry of this formula, charge and spin)**: 0.000 eV
**Gap between HOMO and LUMO**: 8.25 eV
**Structure (SMILES)**: CN(C)C(=S)SC(c1ccccc1)c1ccccc1



No. 3
This record from the OMol25 dataset describes a structure of composition C24H27N4O7P2SV in a non-equilibrium geometry. The level of theory is the ωB97M-V functional and the def2-TZVPD basis.

The geometry in XYZ format:
```
66
Properties=species:S:1:pos:R:3
C -0.538 3.932 -0.365
H -1.135 -3.501 0.749
V -0.671 -0.394 -0.263
H 2.020 0.810 -2.679
H -0.439 -0.933 4.494
H -4.338 -0.199 -1.329
H -0.969 0.223 2.833
C 2.360 2.454 2.519
C -0.196 -2.515 3.076
H -4.636 0.780 0.176
H -1.732 1.328 -2.884
C 1.535 -1.675 -3.230
C -4.367 -0.239 -0.222
O 2.007 0.524 -1.758
H -1.217 -3.138 -4.617
H 4.146 -0.859 -1.197
O -0.440 -0.290 -4.435
O 0.991 -1.443 -0.520
C -1.586 -2.564 1.004
C 1.868 0.283 1.584
C -1.723 3.437 -2.368
C 1.988 -3.142 -3.359
N 1.571 5.359 2.227
C -2.610 -2.095 0.233
H -0.973 -3.242 3.422
C 0.109 4.844 0.564
H 0.603 -4.104 1.674
H 1.203 -1.097 4.065
O 2.270 -0.829 -4.064
H -2.919 -2.710 -0.605
C -3.131 -0.787 0.414
C 0.294 -1.688 4.286
C 1.112 4.395 1.459
P 1.977 -1.030 -1.592
H -5.221 -0.851 0.048
C -2.471 0.043 1.261
H 2.837 3.130 3.266
H -1.394 5.463 -1.641
H 1.597 -3.595 -4.267
O -0.919 -2.865 -3.755
N 0.824 0.770 0.860
C 2.668 1.109 2.410
C 1.425 2.968 1.594
H 1.317 -4.115 3.270
H 3.090 -3.229 -3.367
C 0.670 2.126 0.775
S 0.782 6.727 1.811
H 1.537 -3.714 -2.585
C -1.406 -0.457 2.117
H -2.697 1.080 1.395
N -0.213 6.110 0.669
N -0.783 1.625 -1.067
H -2.240 3.610 -3.298
H 1.800 -2.844 2.167
O 3.360 -1.417 -1.004
H 1.618 -0.387 -4.676
C -1.022 -1.791 2.057
C 0.941 -3.414 2.495
O -1.108 -1.143 -2.098
P -0.389 -1.403 -3.445
C -0.252 2.592 -0.277
C -1.460 2.071 -2.160
H 3.454 0.613 2.920
H 0.435 -2.294 5.171
H 2.061 -0.800 1.531
C -1.275 4.389 -1.473
```

Output
**Multiplicity**: 3
**E**: -3701.17314 a.u.
**Gap between HOMO and LUMO (alpha / beta)**: 7.88 / 7.94 eV
**Total charge**: +2



No. 4
This record from the OMol25 dataset describes a cluster of 5 separate species, C31H72BrN4O in total in a non-equilibrium geometry. The level of theory is the ωB97M-V functional and the def2-TZVPD basis.

The geometry in XYZ format:
```
109
Properties=species:S:1:pos:R:3
C 5.129 -25.326 -15.170
C 8.343 -18.812 -17.903
H -1.195 -21.380 -14.457
C 6.406 -23.164 -19.836
H 3.811 -27.714 -13.969
C 4.606 -25.011 -13.779
H 7.509 -21.415 -15.808
H 6.711 -22.521 -20.661
H 6.188 -25.569 -15.080
C 2.872 -25.902 -12.074
C 7.811 -20.967 -16.755
H 4.458 -19.424 -22.031
H 0.600 -21.293 -16.220
H 0.527 -26.001 -13.927
H 1.917 -26.429 -12.089
C 7.028 -25.214 -18.578
C 4.224 -17.123 -20.014
H -2.143 -19.487 -13.619
C -0.070 -24.165 -14.809
H 1.994 -20.036 -23.095
C 2.310 -17.886 -18.664
C 0.945 -25.242 -14.588
H 7.468 -18.709 -18.544
H 3.524 -26.733 -11.803
H 0.115 -19.847 -15.541
C 2.230 -24.566 -14.174
H -5.796 -22.163 -12.713
H -0.415 -23.598 -13.944
H 6.010 -21.829 -17.371
C -1.517 -21.266 -15.492
C 6.935 -21.483 -17.833
C -2.459 -19.788 -17.044
H 8.841 -21.319 -16.708
H 7.727 -23.663 -16.970
N 7.303 -22.737 -18.638
H 3.711 -18.043 -22.736
H 1.730 -18.703 -18.235
H 4.958 -24.468 -15.821
C -6.891 -20.766 -14.034
H -6.776 -19.859 -13.441
C 4.317 -26.511 -15.636
N 3.442 -18.364 -19.685
H 8.749 -21.802 -19.711
H -0.974 -24.699 -15.102
H 1.020 -25.745 -15.552
H 0.232 -23.393 -15.517
H 1.962 -23.918 -13.340
H -1.428 -18.469 -14.682
H 4.477 -16.607 -19.088
H 8.538 -17.750 -17.753
H 9.105 -19.281 -18.525
H 9.040 -23.580 -19.764
H 9.584 -22.585 -18.346
H 1.832 -18.165 -21.048
H 5.396 -22.925 -19.503
C 2.654 -18.876 -20.965
H -7.024 -20.445 -15.067
H -2.726 -18.732 -17.076
H 5.091 -17.390 -20.618
H 4.954 -27.323 -15.987
C 8.837 -22.718 -19.128
C 7.906 -19.479 -16.609
H -4.809 -19.855 -15.561
H 5.266 -25.652 -13.194
H 5.941 -23.756 -17.465
C -2.349 -19.045 -14.593
H 6.951 -19.032 -16.330
H -7.869 -21.223 -13.882
N -2.660 -20.209 -15.586
H 2.928 -25.006 -11.457
C 3.483 -18.971 -22.211
C 3.345 -26.910 -14.539
H 2.674 -23.866 -14.881
H -3.472 -21.869 -13.714
H -3.289 -20.324 -17.504
H -5.697 -22.536 -14.412
H 4.592 -24.074 -13.222
H 3.744 -26.482 -16.563
H 1.744 -17.079 -19.127
C 6.465 -24.717 -19.871
H -3.973 -20.406 -13.063
H 8.052 -25.587 -18.560
C -4.268 -21.132 -13.821
C 6.987 -23.914 -17.729
H 2.173 -19.814 -20.689
Br 3.156 -22.312 -17.251
H -2.037 -22.099 -15.964
H -0.412 -19.390 -17.812
H 6.305 -25.731 -17.947
N 3.182 -25.642 -13.591
C -0.982 -20.244 -17.448
H 6.721 -20.771 -18.630
H 3.891 -20.486 -19.536
H 7.090 -25.141 -20.656
H 5.466 -25.124 -20.029
C -0.283 -20.657 -16.153
H 5.306 -19.382 -19.468
H 2.348 -27.236 -14.836
H 2.772 -17.474 -17.766
O 2.951 -19.964 -23.120
H -4.357 -21.419 -16.003
H -0.937 -20.964 -18.265
C -5.674 -21.713 -13.698
C -4.095 -20.634 -15.293
H 4.101 -19.648 -18.066
C 4.281 -19.550 -19.137
H -3.249 -18.431 -14.637
H 3.615 -16.403 -20.561
H 8.541 -19.114 -15.802
```

Output
**Multiplicity**: 2
**E**: -4091.06196 a.u.
**Gap between HOMO and LUMO (alpha / beta)**: 10.01 / 4.52 eV
**Total charge**: +4



Q: The highest E belongs to which entry?
A: C16H17NS2



Q: Which of these has the lowest E?
A: C31H72BrN4O



Repeat the third record exactly.
This record from the OMol25 dataset describes a structure of composition C24H27N4O7P2SV in a non-equilibrium geometry. The level of theory is the ωB97M-V functional and the def2-TZVPD basis.

The geometry in XYZ format:
```
66
Properties=species:S:1:pos:R:3
C -0.538 3.932 -0.365
H -1.135 -3.501 0.749
V -0.671 -0.394 -0.263
H 2.020 0.810 -2.679
H -0.439 -0.933 4.494
H -4.338 -0.199 -1.329
H -0.969 0.223 2.833
C 2.360 2.454 2.519
C -0.196 -2.515 3.076
H -4.636 0.780 0.176
H -1.732 1.328 -2.884
C 1.535 -1.675 -3.230
C -4.367 -0.239 -0.222
O 2.007 0.524 -1.758
H -1.217 -3.138 -4.617
H 4.146 -0.859 -1.197
O -0.440 -0.290 -4.435
O 0.991 -1.443 -0.520
C -1.586 -2.564 1.004
C 1.868 0.283 1.584
C -1.723 3.437 -2.368
C 1.988 -3.142 -3.359
N 1.571 5.359 2.227
C -2.610 -2.095 0.233
H -0.973 -3.242 3.422
C 0.109 4.844 0.564
H 0.603 -4.104 1.674
H 1.203 -1.097 4.065
O 2.270 -0.829 -4.064
H -2.919 -2.710 -0.605
C -3.131 -0.787 0.414
C 0.294 -1.688 4.286
C 1.112 4.395 1.459
P 1.977 -1.030 -1.592
H -5.221 -0.851 0.048
C -2.471 0.043 1.261
H 2.837 3.130 3.266
H -1.394 5.463 -1.641
H 1.597 -3.595 -4.267
O -0.919 -2.865 -3.755
N 0.824 0.770 0.860
C 2.668 1.109 2.410
C 1.425 2.968 1.594
H 1.317 -4.115 3.270
H 3.090 -3.229 -3.367
C 0.670 2.126 0.775
S 0.782 6.727 1.811
H 1.537 -3.714 -2.585
C -1.406 -0.457 2.117
H -2.697 1.080 1.395
N -0.213 6.110 0.669
N -0.783 1.625 -1.067
H -2.240 3.610 -3.298
H 1.800 -2.844 2.167
O 3.360 -1.417 -1.004
H 1.618 -0.387 -4.676
C -1.022 -1.791 2.057
C 0.941 -3.414 2.495
O -1.108 -1.143 -2.098
P -0.389 -1.403 -3.445
C -0.252 2.592 -0.277
C -1.460 2.071 -2.160
H 3.454 0.613 2.920
H 0.435 -2.294 5.171
H 2.061 -0.800 1.531
C -1.275 4.389 -1.473
```

Output
**Multiplicity**: 3
**E**: -3701.17314 a.u.
**Gap between HOMO and LUMO (alpha / beta)**: 7.88 / 7.94 eV
**Total charge**: +2